C50H51CaN8O2P2S | ωB97M-V/def2-TZVPD

Geometry as XYZ:
```
115
Properties=species:S:1:pos:R:3:lowdin_charge:R:1
Ca 2.24824 2.80966 -0.94701 1.154
N -0.49294 -1.71082 4.39355 -0.391
P -0.23989 0.07885 4.35945 0.963
C 1.35584 0.37026 5.10049 -0.431
C 1.71670 1.68421 5.50921 -0.093
C 3.01665 1.93772 5.91847 -0.107
C 3.98254 0.94883 5.89261 -0.110
C 3.59489 -0.32898 5.55065 -0.083
C 2.27143 -0.65324 5.14327 -0.094
C -1.26973 0.57976 5.68042 -0.435
C -1.10741 0.01795 6.95255 -0.120
C -1.83725 0.37068 8.06384 -0.093
C -2.90828 1.32033 8.04323 -0.045
C -3.13556 1.85716 6.73306 -0.080
C -2.27576 1.56789 5.63264 -0.090
P -0.08048 -2.98051 3.31232 0.904
C -1.63901 -3.43724 2.56464 -0.383
C -1.80798 -4.79336 2.29019 -0.112
C -2.97053 -5.25933 1.64468 -0.070
C -3.97153 -4.33978 1.31088 -0.082
C -3.79960 -2.99630 1.64470 -0.112
C -2.74323 -2.55294 2.36414 -0.091
C 0.38477 -4.21270 4.44688 -0.424
C -0.56497 -4.60098 5.43121 -0.087
C -0.20543 -5.48729 6.45667 -0.063
C 1.15222 -5.86075 6.57796 -0.048
C 2.10415 -5.34376 5.66643 -0.083
C 1.73550 -4.60392 4.58435 -0.111
H -1.22177 -1.96802 5.02722 0.021
H 0.92528 2.46233 5.45561 0.112
H 3.27353 2.93341 6.36716 0.119
H 4.97365 1.10449 6.32004 0.106
H 4.31534 -1.14765 5.57522 0.101
H 1.93916 -1.66938 4.88899 0.070
H -0.33575 -0.74879 7.08044 0.113
H -1.61650 -0.18385 8.96165 0.096
H -3.55293 1.58398 8.97660 0.135
H -3.99682 2.46441 6.51663 0.088
H -2.45928 2.17163 4.76325 0.087
H -0.97277 -5.47169 2.47733 0.103
H -3.06843 -6.32013 1.47851 0.098
H -4.92623 -4.66934 0.91984 0.101
H -4.59293 -2.34241 1.34172 0.098
H -2.65661 -1.53074 2.61189 0.075
H -1.58589 -4.21433 5.34347 0.108
H -0.99748 -5.64878 7.15578 0.095
H 1.40441 -6.51303 7.39023 0.095
H 3.10983 -5.65599 5.77434 0.092
H 2.38707 -4.37208 3.77631 0.088
C -8.48674 0.00819 -9.29641 -0.055
O -7.09830 -0.05652 -9.69347 -0.088
C -6.08522 0.27322 -8.86563 -0.318
C -4.94763 0.74317 -9.54377 0.005
C -3.87187 1.24291 -8.82363 -0.013
C -3.87349 1.07531 -7.44353 -0.315
C -4.94868 0.45503 -6.76466 0.005
C -6.05903 0.04520 -7.52332 -0.022
N -2.80715 1.54853 -6.74111 0.039
N -2.82584 1.53878 -5.44728 0.072
C -1.65564 2.09810 -4.81741 -0.193
C -0.59527 2.64817 -5.58736 -0.021
C 0.58289 3.01749 -4.95126 -0.033
C 0.70718 3.01076 -3.54121 -0.413
O 1.65317 3.60189 -2.87305 -0.304
C -0.35256 2.41051 -2.74948 -0.162
N -0.09796 2.12943 -1.42417 0.008
C -1.05983 1.58053 -0.68978 -0.143
C -2.28906 1.16440 -1.19439 -0.029
C -2.52385 1.31259 -2.59952 0.029
C -1.55513 1.97449 -3.37562 -0.105
H -9.03307 0.55721 -10.09692 0.096
H -8.72981 0.47183 -8.32539 0.093
H -8.92871 -0.98873 -9.33128 0.084
H -5.08364 0.81048 -10.63741 0.130
H -2.99716 1.73435 -9.29717 0.124
H -4.84797 0.32333 -5.67022 0.108
H -6.84948 -0.52636 -6.99292 0.129
H -0.83228 2.80140 -6.64702 0.105
H 1.40569 3.46590 -5.49462 0.102
H -0.88394 1.41332 0.39940 0.119
H -3.03960 0.73477 -0.54171 0.100
H -3.43388 0.94396 -3.03440 0.100
N 4.60000 3.69612 -0.57228 -0.027
N 3.99346 5.00564 -0.39490 -0.080
C 3.07610 5.20072 0.58675 -0.895
N 2.87416 6.51274 0.81373 0.097
S 2.37469 3.98261 1.53244 0.634
H 4.85635 3.22203 0.30759 0.095
H 5.43667 3.81477 -1.16090 0.115
H 4.15277 5.72416 -1.10980 0.168
H 3.32575 7.28837 0.28635 0.140
H 2.31701 6.84108 1.58278 0.106
C 4.73976 1.26352 -3.64954 0.007
N 3.92460 0.04729 -3.97837 -0.180
C 4.89889 -1.05854 -4.15894 -0.023
C 2.73532 -0.26734 -3.13047 -0.089
C 3.13289 -0.50793 -1.68512 -0.293
C 3.64561 -1.77539 -1.30827 -0.070
C 4.05227 -1.96062 0.01447 -0.078
C 3.92674 -0.93571 0.96104 -0.085
C 3.51582 0.32897 0.58464 -0.157
C 3.10715 0.52852 -0.74719 -0.210
H 5.47473 1.42367 -4.46097 0.116
H 5.17701 1.12463 -2.69893 0.081
H 4.09472 2.13188 -3.56717 0.087
H 3.51255 0.22852 -4.90617 0.185
H 5.44745 -1.30895 -3.21367 0.121
H 5.66596 -0.78180 -4.91406 0.108
H 4.45144 -1.95498 -4.61568 0.112
H 2.26225 -1.16329 -3.65487 0.160
H 2.04424 0.59946 -3.22581 0.118
H 3.60007 -2.65184 -1.91619 0.098
H 4.61982 -2.85101 0.25578 0.100
H 3.97624 -1.12982 1.98781 0.078
H 3.57312 1.17347 1.24800 0.045
```

Calculated values
Charge: +1
Energy: -4282.64259 Ha
Energy relative to the best compared isomer or geometry (same formula, charge and spin): 0.0 kcal/mol
LUMO: -2.38 eV